{
  "formula": "C46H63Br66NO3Si",
  "method": "ωB97M-V/def2-TZVPD",
  "molar_mass_g_mol": 5979.8,
  "total_charge": 0,
  "e_above_lowest_kcal_mol": 0.0,
  "energy_ha": -172245.26559,
  "fmax_ev_per_a": 1.96,
  "lumo_energy_ev": -0.32,
  "symbols": ["C", "Si", "C", "C", "C", "C", "C", "C", "C", "C", "C", "C", "O", "C", "O", "O", "C", "C", "C", "C", "C", "C", "N", "C", "C", "C", "C", "C", "C", "H", "H", "H", "H", "H", "H", "H", "H", "H", "H", "H", "H", "H", "H", "H", "H", "H", "H", "H", "H", "H", "H", "H", "H", "H", "H", "H", "H", "H", "H", "H", "H", "H", "H", "H", "H", "H", "H", "H", "H", "H", "C", "Br", "Br", "Br", "H", "C", "Br", "Br", "Br", "H", "C", "Br", "Br", "Br", "H", "C", "Br", "Br", "Br", "H", "C", "Br", "Br", "Br", "H", "C", "Br", "Br", "Br", "H", "C", "Br", "Br", "Br", "H", "C", "Br", "Br", "Br", "H", "C", "Br", "Br", "Br", "H", "C", "Br", "Br", "Br", "H", "C", "Br", "Br", "Br", "H", "C", "Br", "Br", "Br", "H", "C", "Br", "Br", "Br", "H", "C", "Br", "Br", "Br", "H", "C", "Br", "Br", "Br", "H", "C", "Br", "Br", "Br", "H", "C", "Br", "Br", "Br", "H", "C", "Br", "Br", "Br", "H", "C", "Br", "Br", "Br", "H", "C", "Br", "Br", "Br", "H", "C", "Br", "Br", "Br", "H", "C", "Br", "Br", "Br", "H"],
  "xyz": [[-3.89039, -0.73727, -1.04323], [-2.30442, -1.48022, -1.74538], [-2.26395, -3.30223, -1.27001], [-2.28594, -1.25947, -3.60545], [-2.70558, 0.16899, -4.05021], [-2.12622, 0.51367, -5.41558], [-0.63445, 0.80671, -5.32389], [-0.33274, 2.08796, -4.53538], [0.84599, 2.84573, -5.11605], [2.12776, 1.98849, -5.07731], [3.40537, 2.72557, -4.65223], [3.84861, 2.37273, -3.24351], [5.22900, 1.93312, -3.20817], [5.79359, 2.51092, -2.11810], [6.58756, 2.02001, -1.41374], [5.23579, 3.74037, -1.98597], [3.81120, 3.41781, -2.08096], [2.99413, 4.66137, -2.21732], [2.02781, 4.93303, -1.05353], [2.59901, 4.61341, 0.33424], [2.20969, 5.62609, 1.40443], [0.80552, 5.47150, 2.03013], [0.26765, 4.12492, 2.12386], [-0.75734, -0.72915, -0.95474], [0.40538, -0.45338, -1.68714], [1.53630, 0.05889, -1.03526], [1.50271, 0.28872, 0.33915], [0.34409, 0.03537, 1.07515], [-0.78193, -0.47824, 0.42357], [-4.36595, -1.48993, -0.41690], [-3.75023, 0.15429, -0.43731], [-4.58182, -0.50099, -1.84986], [-1.37955, -3.73131, -1.73964], [-3.16454, -3.83334, -1.55650], [-2.09367, -3.34965, -0.19638], [-1.31789, -1.50624, -4.03597], [-3.00053, -1.95481, -4.05086], [-3.79177, 0.21059, -4.05669], [-2.36144, 0.87831, -3.29301], [-2.27162, -0.34997, -6.06691], [-2.64639, 1.36051, -5.86081], [-0.25693, 0.94490, -6.33744], [-0.13855, -0.06914, -4.91122], [-1.22082, 2.71747, -4.57211], [-0.10823, 1.86917, -3.49235], [1.01780, 3.74811, -4.52670], [0.66274, 3.18895, -6.13254], [1.94400, 1.15330, -4.40327], [2.28807, 1.54116, -6.05302], [4.20102, 2.35641, -5.29700], [3.32725, 3.79478, -4.82600], [3.27256, 1.52503, -2.87414], [3.63091, 2.82591, -1.18435], [2.44420, 4.70726, -3.15131], [3.67683, 5.50388, -2.23022], [1.71491, 5.97399, -1.09253], [1.11767, 4.35302, -1.22521], [2.30680, 3.59981, 0.59822], [3.68748, 4.58845, 0.28370], [2.92902, 5.52349, 2.21691], [2.34360, 6.62691, 0.99865], [0.08880, 6.09684, 1.50421], [0.86289, 5.87257, 3.04051], [-0.16624, 3.83676, 1.25884], [0.97120, 3.45181, 2.38972], [0.43788, -0.63542, -2.75208], [2.43892, 0.24851, -1.60018], [2.38089, 0.66254, 0.84556], [0.30293, 0.21420, 2.13994], [-1.68820, -0.68377, 0.97825], [5.92472, -0.80964, -5.27013], [6.69743, -2.55586, -5.48781], [6.53042, 0.41916, -6.61981], [4.00375, -0.88604, -5.20990], [6.25365, -0.42509, -4.31445], [5.63680, 0.62807, 1.99081], [7.11759, -0.57925, 2.17290], [4.34398, -0.02495, 0.73228], [4.81013, 1.03131, 3.68101], [6.03017, 1.55608, 1.59797], [-4.84908, -6.82095, -3.13324], [-5.44431, -5.09758, -2.51065], [-3.42887, -6.65023, -4.41423], [-4.36498, -7.99927, -1.68792], [-5.68580, -7.27599, -3.64288], [10.02505, 2.21132, 1.78551], [8.40879, 3.20586, 2.12819], [10.64846, 1.29479, 3.35875], [9.80768, 1.00745, 0.30547], [10.78545, 2.92802, 1.51066], [-3.36911, 3.93526, 1.83706], [-2.58113, 2.27491, 1.29712], [-2.95493, 5.32312, 0.57018], [-5.26659, 3.76948, 2.10944], [-2.92757, 4.22266, 2.78053], [-5.84482, 4.64485, -2.24620], [-5.05706, 2.96070, -2.73454], [-5.45034, 6.01399, -3.53903], [-7.73558, 4.48087, -1.93571], [-5.39189, 4.94729, -1.31209], [-6.25530, -8.78021, -6.68302], [-6.88484, -7.03588, -6.17441], [-4.80395, -8.67650, -7.93796], [-5.78498, -9.81743, -5.13228], [-7.07252, -9.28677, -7.17565], [3.47363, 8.50500, -4.51826], [4.90716, 7.25813, -4.82716], [1.92404, 8.08920, -5.58088], [3.03486, 8.62610, -2.65259], [3.82363, 9.47935, -4.82701], [5.08823, -3.79234, -0.77407], [6.54180, -4.74656, -1.59571], [4.22332, -2.61336, -2.02295], [3.83117, -4.98365, 0.06101], [5.51054, -3.17359, 0.00616], [1.50867, 0.48593, 6.18041], [0.54723, -1.17885, 6.21758], [0.96969, 1.57798, 4.69203], [1.35659, 1.43419, 7.84670], [2.55320, 0.24772, 6.04094], [-5.51461, -4.78429, 1.90159], [-5.80199, -5.35757, 3.71093], [-5.26166, -2.87549, 1.79824], [-4.06958, -5.72838, 1.06438], [-6.41240, -5.01076, 1.34402], [-7.75650, -13.16881, -3.97501], [-8.46514, -14.95410, -3.90154], [-8.82941, -12.02288, -5.08463], [-7.51540, -12.42044, -2.21973], [-6.77936, -13.22970, -4.43179], [-2.53797, -5.99921, 6.58993], [-3.57848, -5.27503, 8.03427], [-3.26237, -7.67663, 5.97426], [-2.35488, -4.74861, 5.14608], [-1.54872, -6.19950, 6.97357], [-1.52010, -11.04298, 5.46448], [-0.98877, -11.39770, 7.27905], [-0.01207, -11.04255, 4.27212], [-2.89311, -12.25519, 4.88048], [-1.94227, -10.04955, 5.44788], [5.35989, 12.58174, -2.86198], [6.74396, 11.32321, -3.30688], [3.75617, 12.20865, -3.87959], [5.06332, 12.65897, -0.96891], [5.69982, 13.55932, -3.16938], [1.81745, -13.29471, 9.08471], [0.33171, -14.12847, 9.98293], [3.37721, -13.22747, 10.20825], [2.19258, -14.13779, 7.39828], [1.53193, -12.27450, 8.87348], [11.00497, 5.69307, 4.72258], [12.53073, 4.77434, 3.98543], [10.09992, 6.73113, 3.38211], [9.81548, 4.47234, 5.60700], [11.37397, 6.38276, 5.46687], [-8.45619, -2.54234, 4.21501], [-9.36122, -4.23963, 4.21910], [-9.40671, -1.24056, 3.16957], [-8.11243, -1.91694, 6.00093], [-7.49558, -2.69429, 3.74157], [0.75993, 11.03534, 0.34479], [2.11164, 10.91166, 1.71032], [1.49260, 11.67562, -1.31083], [-0.13119, 9.34728, 0.08363], [0.02541, 11.74979, 0.68559], [-13.60197, -2.20778, 1.54854], [-13.87475, -2.71122, 3.38318], [-13.27176, -0.31844, 1.37357], [-12.21320, -3.25679, 0.72665], [-14.51646, -2.41880, 1.01490], [-15.58741, -3.25390, 7.38341], [-16.64848, -3.40747, 5.78588], [-14.84260, -4.94963, 7.90107], [-14.22403, -1.91022, 7.19507], [-16.24603, -2.93624, 8.17779], [16.19418, 3.63233, 4.40824], [16.49544, 2.52613, 5.95147], [17.41821, 5.11394, 4.34336], [16.23488, 2.60593, 2.78053], [15.20097, 4.04436, 4.50167]],
  "atomic_forces_ev_per_a": [[0.23, -0.14, -0.02], [-0.04, -0.40, 0.14], [0.44, 0.75, -0.17], [-0.43, 0.45, -0.08], [0.32, -0.55, 0.35], [0.04, -0.23, 0.24], [-0.30, 0.35, -0.27], [-0.05, -0.08, -0.45], [0.62, 0.03, 0.45], [-0.44, 0.45, -0.10], [0.30, -0.64, -0.24], [-0.37, 0.11, 0.42], [-0.19, -0.52, 0.25], [-1.02, 0.95, -1.39], [1.54, -0.60, 0.82], [-0.33, 0.12, 0.86], [1.03, -0.56, -0.95], [-0.38, 0.74, 0.61], [-0.28, -0.53, -0.08], [0.02, 0.27, -0.44], [0.09, -0.60, 0.35], [0.27, 0.20, -0.05], [-0.36, 0.21, 0.10], [-0.32, 0.13, -0.34], [0.19, 0.21, 0.86], [-0.61, -0.28, 0.10], [-0.85, 0.30, 0.04], [-0.39, -0.32, -0.61], [0.74, 0.24, -0.23], [-0.07, -0.01, 0.01], [0.03, 0.16, -0.03], [-0.10, 0.09, -0.06], [-0.03, -0.30, -0.12], [0.02, -0.16, 0.05], [-0.19, -0.17, 0.19], [0.18, -0.15, 0.06], [0.04, -0.24, 0.01], [-0.17, 0.13, -0.04], [-0.04, 0.29, -0.07], [-0.14, 0.00, -0.16], [-0.03, 0.14, -0.06], [0.12, -0.12, -0.13], [0.27, -0.01, 0.04], [-0.12, 0.13, 0.17], [-0.13, -0.03, 0.20], [-0.08, 0.12, 0.07], [-0.19, -0.03, -0.14], [0.10, -0.12, 0.14], [0.01, -0.08, -0.16], [0.23, 0.15, -0.03], [0.02, 0.17, 0.05], [-0.07, -0.10, -0.33], [-0.52, 0.24, 0.25], [-0.01, -0.13, -0.18], [0.38, 0.08, -0.19], [0.05, 0.20, -0.10], [-0.13, -0.06, 0.11], [-0.06, -0.13, 0.27], [0.17, 0.12, -0.07], [0.13, 0.04, 0.11], [-0.06, 0.21, 0.04], [-0.20, -0.05, -0.14], [-0.04, 0.16, 0.10], [0.16, -0.20, -0.10], [0.07, -0.11, -0.07], [0.00, -0.03, -0.11], [0.10, 0.01, 0.01], [-1.10, 0.27, -0.12], [0.12, 0.05, 0.07], [-0.07, -0.04, 0.17], [0.09, 0.00, 0.13], [-0.03, 0.03, -0.01], [-0.02, -0.02, 0.01], [-0.03, -0.05, -0.06], [-0.03, 0.04, 0.02], [0.24, -0.02, -0.18], [-0.10, -0.07, 0.15], [1.67, -0.40, 0.13], [0.01, 0.04, 0.04], [0.03, 0.00, -0.02], [0.04, -0.04, 0.04], [-0.13, -0.07, -0.05], [0.03, 0.02, 0.03], [-0.03, -0.01, -0.17], [-0.01, -0.01, 0.00], [-0.02, -0.08, -0.03], [0.03, -0.01, 0.01], [-0.04, -0.01, -0.02], [0.11, 0.10, -0.09], [0.00, 0.04, 0.03], [-0.02, -0.03, 0.07], [0.02, -0.14, -0.04], [-0.02, 0.11, -0.09], [0.00, 0.02, -0.06], [0.08, -0.01, 0.00], [0.02, -0.01, 0.07], [0.06, -0.04, 0.01], [0.00, -0.02, 0.01], [0.02, 0.00, -0.01], [0.01, 0.00, 0.01], [0.04, -0.04, -0.01], [-0.08, 0.06, -0.06], [-0.02, 0.01, 0.03], [0.12, 0.02, 0.06], [-0.02, -0.01, 0.01], [0.05, -0.08, 0.01], [-0.03, -0.02, 0.00], [0.02, -0.02, 0.02], [0.02, -0.10, 0.01], [0.02, 0.02, 0.01], [0.01, 0.08, 0.09], [-0.02, 0.01, 0.00], [0.02, -0.04, -0.09], [0.00, 0.01, -0.02], [0.00, 0.01, 0.01], [0.05, -0.05, -0.01], [-0.02, 0.01, -0.02], [-0.10, 0.09, 0.04], [-0.01, -0.01, -0.04], [0.02, -0.02, 0.00], [0.01, -0.04, -0.03], [-0.02, -0.02, 0.01], [-0.03, -0.01, 0.09], [0.02, 0.07, 0.19], [-0.01, 0.00, -0.01], [0.06, 0.02, -0.01], [0.00, 0.03, 0.01], [-0.15, -0.06, -0.02], [0.00, 0.01, -0.02], [0.01, 0.00, -0.01], [0.03, 0.02, 0.00], [-0.01, -0.01, -0.04], [-0.08, 0.01, 0.01], [0.11, 0.06, 0.00], [0.01, -0.02, 0.01], [0.05, -0.02, -0.05], [-0.05, -0.02, 0.05], [-0.02, -0.01, 0.02], [0.02, 0.01, 0.02], [0.03, 0.02, 0.00], [0.09, -0.05, -0.05], [-0.02, -0.03, -0.01], [0.06, 0.15, 0.05], [-0.04, -0.03, -0.05], [-0.01, 0.01, -0.04], [0.00, -0.02, -0.02], [0.04, 0.03, -0.04], [-0.02, -0.01, -0.01], [-0.02, 0.01, 0.03], [0.00, 0.01, -0.01], [-0.06, 0.01, 0.05], [-0.02, -0.02, -0.10], [0.02, -0.02, 0.00], [0.01, 0.04, 0.03], [0.04, 0.00, 0.00], [0.04, -0.04, -0.02], [-0.12, 0.05, 0.01], [-0.03, 0.01, -0.01], [-0.01, -0.01, -0.02], [0.01, -0.01, 0.01], [0.03, -0.05, -0.08], [0.00, -0.01, -0.02], [-0.15, 0.10, 0.14], [-0.01, -0.03, 0.06], [-0.04, -0.02, 0.00], [0.05, -0.04, 0.03], [0.03, 0.05, -0.06], [0.04, -0.04, 0.01], [0.01, 0.04, 0.00], [-0.02, 0.00, 0.00], [0.01, 0.00, 0.00], [-0.03, -0.02, 0.06], [0.00, 0.02, -0.01], [0.00, -0.02, -0.01], [-0.01, 0.01, 0.01], [0.04, -0.03, -0.01], [0.00, 0.01, -0.02], [-0.01, -0.02, 0.00], [-0.02, 0.03, 0.03], [-0.01, 0.02, 0.04]]
}


{
  "formula": "CH4O3",
  "method": "ωB97M-V/def2-TZVPD",
  "smiles": "O=CO.O",
  "molar_mass_g_mol": 64.0,
  "total_charge": 0,
  "e_above_lowest_kcal_mol": 14.5,
  "energy_ha": -266.21286,
  "fmax_ev_per_a": 1.46,
  "lumo_energy_ev": 0.47,
  "symbols": ["O", "C", "O", "H", "H", "O", "H", "H"],
  "xyz": [[-0.95077, 1.10991, -1.69469], [-0.07413, 1.02809, -0.89030], [0.00000, 0.00000, 0.00000], [0.82581, 1.64687, -0.70351], [0.86802, 0.13923, 0.46817], [0.92470, 1.67000, 4.59302], [0.53270, 0.83587, 4.93772], [0.22972, 2.35058, 4.74153]],
  "atomic_forces_ev_per_a": [[0.66, 0.42, 0.46], [-0.03, -0.98, 0.24], [1.16, 0.41, 0.42], [-0.46, 0.65, -0.75], [-1.33, -0.50, -0.34], [-1.10, -0.17, 0.46], [0.38, 0.93, -0.35], [0.72, -0.76, -0.14]]
}